# 1
25
Properties=species:S:1:pos:R:3 method="wB97M-V/def2-TZVPD" lumo_energy_ev=0.73 gap_ev=9.18 multiplicity=1 e_homo_ev=-8.4 smiles="CC(C)C1=CCS[C@](C)(O)O1" e_above_lowest_kj_mol=97.5
C -0.64 -1.99 1.31
C 0.71 -1.43 0.78
C 1.60 -2.54 0.22
C 0.39 -0.34 -0.24
C 0.14 -0.38 -1.58
C -0.08 0.89 -2.37
S -1.39 1.76 -1.53
C -0.52 2.14 0.05
C -1.46 2.36 1.21
O 0.41 3.13 -0.18
O 0.22 0.90 0.49
H -0.68 -2.33 2.28
H -0.99 -2.76 0.65
H -1.35 -1.11 1.54
H 1.12 -0.78 1.59
H 2.55 -2.30 -0.19
H 1.11 -3.24 -0.52
H 1.79 -3.23 1.03
H 0.39 -1.23 -2.20
H 0.81 1.45 -2.35
H -0.29 0.75 -3.39
H -1.90 3.39 0.93
H -0.83 2.46 2.12
H -2.17 1.58 1.16
H 1.07 2.83 -0.80

***

# 2
25
Properties=species:S:1:pos:R:3 method="wB97M-V/def2-TZVPD" lumo_energy_ev=0.34 gap_ev=8.56 multiplicity=1 e_homo_ev=-8.2 smiles="C[Si](C)=O.C=CC#COCC" e_above_lowest_kj_mol=580.0
C 1.69 1.16 1.09
Si 2.05 -0.26 0.01
C 3.49 -1.04 1.05
O 1.38 -0.98 -1.14
H 2.40 1.98 1.20
H 0.70 1.72 1.02
H 1.55 0.77 2.14
H 3.22 -2.12 1.26
H 4.44 -1.18 0.41
H 3.50 -0.52 1.97
C -1.57 -3.88 0.62
C -1.70 -3.00 -0.33
C -1.59 -1.63 -0.17
C -1.31 -0.47 -0.08
O -1.17 0.76 0.31
C -1.84 1.51 1.32
C -3.24 1.90 0.69
H -1.85 -4.95 0.58
H -1.12 -3.57 1.51
H -2.06 -3.28 -1.29
H -2.01 1.08 2.31
H -1.25 2.33 1.55
H -3.03 2.40 -0.21
H -3.94 0.98 0.48
H -3.88 2.48 1.35

***

# 3
25
Properties=species:S:1:pos:R:3 method="wB97M-V/def2-TZVPD" lumo_energy_ev=0.83 gap_ev=11.59 multiplicity=1 e_homo_ev=-10.8 smiles="CCCC[C@H]1OC(=O)O[C@@H]1C" e_above_lowest_kj_mol=0.0
C 2.80 -0.40 0.63
C 2.29 0.75 -0.26
C 1.16 0.33 -1.21
C -0.15 1.11 -0.98
C -0.93 0.54 0.19
O -1.63 1.56 0.95
C -2.38 0.81 1.82
O -2.63 1.11 2.95
O -2.78 -0.32 1.20
C -2.07 -0.44 -0.06
C -1.65 -1.87 -0.28
H 3.52 -1.01 0.08
H 3.30 -0.02 1.53
H 1.98 -1.05 0.94
H 3.14 1.10 -0.86
H 1.99 1.60 0.36
H 1.45 0.45 -2.26
H 0.97 -0.74 -1.07
H 0.06 2.15 -0.76
H -0.76 1.07 -1.89
H -0.26 0.03 0.89
H -2.73 -0.07 -0.85
H -0.90 -2.17 0.45
H -2.52 -2.53 -0.20
H -1.26 -1.98 -1.30

***

# 4
26
Properties=species:S:1:pos:R:3 method="wB97M-V/def2-TZVPD" lumo_energy_ev=0.57 gap_ev=8.10 multiplicity=1 e_homo_ev=-7.5 smiles="C=CC(C)=[S@]1(=O)OCC(C)(C)O1" e_above_lowest_kj_mol=465.8
C 0.00 -4.46 0.18
C 0.48 -3.23 0.02
C 0.58 -2.20 0.98
C -0.61 -2.04 1.92
S 1.05 -0.70 0.10
O 2.24 -0.80 -0.78
O 1.41 0.59 1.07
C 1.37 1.88 0.38
C 0.26 1.67 -0.68
C 0.45 2.03 -2.17
C -0.89 2.45 -0.09
O -0.12 0.26 -0.62
H -0.16 -5.11 -0.67
H -0.19 -4.85 1.09
H 0.80 -3.00 -1.00
H -1.47 -1.84 1.24
H -0.42 -1.39 2.64
H -0.88 -2.98 2.41
H 2.43 1.94 -0.08
H 1.28 2.48 1.25
H 0.58 3.07 -2.18
H -0.57 1.66 -2.71
H 1.38 1.71 -2.58
H -0.60 3.33 0.33
H -1.51 1.96 0.68
H -1.67 2.76 -0.94

***

# 5
26
Properties=species:S:1:pos:R:3 method="wB97M-V/def2-TZVPD" lumo_energy_ev=0.55 gap_ev=9.18 multiplicity=1 e_homo_ev=-8.6
C -3.91 -0.01 -0.41
C -3.95 0.98 0.76
C -2.56 0.47 -0.98
C 1.82 0.42 -0.85
C 2.58 1.01 0.36
C 2.74 -0.16 1.34
C 3.20 -1.23 0.31
C 3.16 -0.33 -0.94
H -3.09 -1.88 0.79
H -4.71 0.24 -1.12
H -4.92 1.43 0.98
H -3.52 0.57 1.68
H -1.71 -0.09 -0.59
H -2.49 0.54 -2.06
H 0.46 -1.22 0.23
H 1.76 1.16 -1.65
H 2.39 2.01 0.74
H 1.81 -0.42 1.86
H 3.50 0.06 2.08
H 2.54 -2.10 0.23
H 4.22 -1.58 0.49
H 3.57 -0.70 -1.88
O 3.78 0.89 -0.45
S -4.12 -1.77 -0.07
S -2.75 2.07 -0.10
S 0.20 -0.37 -0.77

***

# 6
23
Properties=species:S:1:pos:R:3 method="wB97M-V/def2-TZVPD" lumo_energy_ev="0.22 / 0.22" gap_ev="7.81 / 7.82" multiplicity=1 e_homo_ev="-7.6 / -7.6" e_above_lowest_kj_mol=567.8
C -1.23 -1.75 1.57
C -1.24 -0.55 1.74
C -3.92 0.37 -0.16
C -2.19 2.38 -0.26
C 2.01 -0.73 0.66
C 1.90 -0.88 -0.66
C 2.86 -1.69 1.42
C 1.35 0.23 -1.67
S -2.72 1.02 -1.04
H -1.34 -2.72 1.07
H -1.09 0.35 2.14
H -4.47 0.93 0.66
H -4.54 -0.43 -0.54
H -2.76 2.77 0.55
H -1.27 2.81 -0.39
H 1.59 0.14 1.13
H 2.36 -1.66 -1.28
H 2.27 -1.93 2.33
H 3.83 -1.22 1.57
H 3.13 -2.71 0.99
H 0.56 -0.02 -2.34
H 2.25 0.47 -2.30
H 1.20 1.05 -1.03

***

# 7
23
Properties=species:S:1:pos:R:3 method="wB97M-V/def2-TZVPD" lumo_energy_ev=-0.60 gap_ev=7.61 multiplicity=1 e_homo_ev=-8.2 e_above_lowest_kj_mol=524.2
C -1.27 5.17 -3.20
C -0.74 4.18 -2.81
C -1.92 2.50 0.61
C -1.73 1.49 -0.23
C 1.79 -0.63 1.06
C 1.14 -4.08 -0.01
C 0.33 -0.24 0.93
C 0.83 -4.78 1.06
Si -0.04 0.75 -0.69
H -1.71 6.06 -3.55
H -2.89 2.94 0.78
H -1.11 2.94 1.17
H -2.60 1.13 -0.78
H 2.42 0.26 1.17
H 1.96 -1.27 1.93
H 2.13 -1.17 0.17
H -0.31 3.28 -2.46
H 2.10 -3.62 -0.13
H 0.45 -3.95 -0.83
H 0.04 0.36 1.80
H -0.29 -1.14 0.96
H 1.53 -4.91 1.87
H -0.13 -5.26 1.18

***

# 8
35
Properties=species:S:1:pos:R:3 method="wB97M-V/def2-TZVPD" total_charge=+1 lumo_energy_ev="-2.90 / -5.25" gap_ev="9.20 / 7.17" multiplicity=2 e_homo_ev="-12.1 / -12.4" e_above_lowest_kj_mol=0.0
Ir -0.24 0.12 0.05
O 0.29 3.87 1.44
C 0.14 2.78 1.05
O 0.70 1.90 0.35
C -1.60 2.14 1.56
O -2.16 2.97 2.16
O -1.73 0.97 1.13
F 0.18 -0.56 2.81
B 0.36 -0.97 1.57
F 0.96 -2.14 1.39
C 2.39 1.53 -2.57
P 2.45 -0.17 -2.01
C 3.98 -0.39 -1.10
C 2.49 -1.24 -3.45
O 1.26 -0.56 -1.15
H 3.26 1.76 -3.18
H 2.36 2.19 -1.71
H 1.49 1.68 -3.17
H 4.84 -0.26 -1.76
H 4.00 -1.38 -0.65
H 4.03 0.36 -0.31
H 3.35 -1.03 -4.07
H 1.58 -1.08 -4.02
H 2.52 -2.28 -3.12
C -3.91 -3.53 -1.58
N -3.59 -2.66 -0.45
C -4.47 -2.64 0.73
C -2.49 -1.96 -0.44
N -1.52 -1.34 -0.46
H -3.69 -4.57 -1.33
H -3.33 -3.24 -2.45
H -4.97 -3.43 -1.81
H -4.30 -3.53 1.34
H -5.50 -2.62 0.38
H -4.27 -1.75 1.31

***

# 9
29
Properties=species:S:1:pos:R:3 method="wB97M-V/def2-TZVPD" total_charge=+1 lumo_energy_ev=-4.50 gap_ev=8.01 multiplicity=1 e_homo_ev=-12.5
C -2.17 -1.04 1.23
C -1.06 -1.03 0.19
N -0.44 0.29 -0.02
N -0.97 0.98 -1.12
N -2.29 0.92 -1.32
C -2.76 1.57 -2.35
C -1.95 2.31 -3.23
C -0.62 2.34 -3.00
C -0.10 1.64 -1.89
N 1.24 1.65 -1.57
H -2.42 -2.06 1.52
H -3.07 -0.62 0.78
H -1.92 -0.42 2.08
H -0.26 -1.66 0.58
H -1.36 -1.48 -0.75
H -0.52 0.88 0.81
H -3.82 1.54 -2.53
H -2.39 2.84 -4.06
H 0.06 2.90 -3.63
H 1.73 2.15 -2.29
H 1.60 0.70 -1.51
Br 1.51 -1.04 4.31
C 2.59 -2.27 3.26
C 3.51 -1.55 2.32
Br 2.53 -0.83 0.80
H 1.90 -2.93 2.74
H 3.17 -2.85 3.98
H 4.25 -2.23 1.90
H 4.02 -0.71 2.79

***

# 10
25
Properties=species:S:1:pos:R:3 method="wB97M-V/def2-TZVPD" lumo_energy_ev="0.82 / -2.33" gap_ev="6.32 / 6.75" multiplicity=3 e_homo_ev="-5.5 / -9.1"
C -2.80 1.54 -1.92
C -3.44 0.54 -0.99
C 2.71 0.47 1.03
C 1.52 -1.57 1.66
C 2.34 -1.25 -0.75
C -3.74 0.83 0.23
C 0.53 0.21 0.19
C 1.76 -0.57 0.54
O -0.51 0.15 0.72
Br -4.66 -0.40 1.41
H -2.11 0.80 -2.49
H -2.31 2.38 -1.36
H -3.65 -0.41 -1.51
H 2.23 1.25 1.50
H 3.21 1.01 0.26
H 3.44 0.28 1.82
H 2.11 -1.40 2.59
H 0.49 -1.59 1.85
H 1.74 -2.63 1.18
H 1.61 -1.73 -1.43
H 3.10 -1.93 -0.42
H 2.75 -0.63 -1.48
H -3.64 1.80 0.65
H 0.89 1.02 -0.54
H -3.58 1.82 -2.73